Entry 1:
A structure of composition C36H41BrInN5O2SSi, computed with ωB97M-V/def2-TZVPD.

```
88
Properties=species:S:1:pos:R:3:mulliken_charge:R:1
In 1.61297 -1.02490 -0.27583 1.45
C 3.33397 -3.02851 5.41760 -1.34
C 2.41203 -2.04231 4.72476 -0.24
N 3.06646 -1.32388 3.64462 -0.03
C 2.98439 -1.67122 2.35425 0.19
S 3.65854 -0.55552 1.18513 -0.52
N 2.42437 -2.83866 2.08348 -1.00
N 2.09650 -2.95446 0.77314 0.43
C 1.93549 -4.12246 0.27057 0.62
C 2.14686 -5.35693 1.08005 -1.53
C 1.54419 -4.14545 -1.16045 0.82
C 1.55927 -5.30883 -1.92139 -1.03
C 1.23089 -5.23915 -3.26360 -0.37
C 0.89553 -4.01607 -3.81759 -1.31
C 0.90182 -2.90450 -2.99264 -0.02
N 1.21041 -2.96665 -1.70319 -0.02
H 2.78205 -3.60710 6.15736 0.38
H 4.15041 -2.51899 5.92752 0.33
H 3.76015 -3.71904 4.69321 0.31
H 2.03496 -1.29135 5.42259 0.45
H 1.54829 -2.55119 4.29327 0.20
H 3.59085 -0.48817 3.84762 0.25
H 3.07644 -5.27038 1.64081 0.35
H 2.16517 -6.26169 0.48206 0.42
H 1.34684 -5.43974 1.81764 0.29
H 1.83122 -6.25268 -1.47672 0.28
H 1.24103 -6.13531 -3.86925 0.44
H 0.62822 -3.91645 -4.85705 0.46
H 0.63300 -1.92772 -3.37346 0.65
C 1.48194 0.37561 -1.87729 -1.40
Si 0.05351 1.51816 -2.21129 -0.73
C -0.41324 2.83966 -0.93816 -0.93
N -1.01530 2.53892 0.33857 0.64
C -2.15635 1.64023 0.23738 -0.11
C -3.03056 1.74605 1.47657 -0.61
C -3.67482 3.13555 1.56795 -0.90
C -2.74230 4.19798 0.96743 -0.64
C -1.29850 3.73708 1.13023 -0.83
C -1.44004 0.51541 -2.74870 0.24
C -1.61980 -0.80097 -2.32143 -0.14
C -2.73007 -1.54383 -2.69410 -0.94
C -3.69626 -0.97448 -3.50972 -0.65
C -3.55114 0.33763 -3.93438 -0.82
C -2.43663 1.07082 -3.55558 0.07
C 0.62428 2.58237 -3.66568 0.67
C 0.28703 2.31935 -4.99227 -0.16
C 0.80330 3.07235 -6.03716 -0.77
C 1.67842 4.11391 -5.77808 -0.47
C 2.03961 4.39115 -4.46790 -0.72
C 1.51923 3.63202 -3.43199 -0.51
H 2.34320 1.03754 -1.72284 0.55
H 1.68460 -0.14237 -2.81714 0.56
H -1.03913 3.52620 -1.55140 0.28
H 0.51456 3.38981 -0.75021 0.53
H -1.78904 0.61830 0.11462 -0.14
H -2.77251 1.86155 -0.65364 0.31
H -2.41291 1.55452 2.35466 -0.21
H -3.79484 0.96695 1.45509 0.61
H -3.89093 3.37180 2.61269 0.40
H -4.63105 3.13737 1.04062 0.32
H -2.89908 5.17216 1.43432 0.44
H -2.95313 4.32414 -0.09943 0.24
H -1.10563 3.52765 2.18926 0.24
H -0.58944 4.51217 0.83464 0.56
H -0.89732 -1.25140 -1.64866 0.72
H -2.84653 -2.55863 -2.33854 0.51
H -4.56387 -1.54827 -3.80670 0.38
H -4.31005 0.79168 -4.55748 0.43
H -2.34767 2.09767 -3.88877 0.51
H -0.38907 1.50506 -5.22568 0.36
H 0.51891 2.84552 -7.05602 0.40
H 2.07978 4.70405 -6.59009 0.38
H 2.72848 5.19686 -4.25380 0.42
H 1.82662 3.86862 -2.42219 0.31
Br -2.96875 -0.17236 6.60302 -0.20
C -1.63809 0.34398 5.35521 -0.32
C -0.89154 1.48742 5.59370 -0.36
C 0.07624 1.86221 4.67275 -1.07
C 0.28028 1.11421 3.52333 0.14
C -0.47087 -0.03374 3.30643 0.98
C -1.43129 -0.43028 4.22799 -0.31
C -0.23882 -0.87705 2.08224 -0.03
O -0.56519 -2.04984 2.05117 -0.73
O 0.28823 -0.22094 1.10231 -0.24
H -1.06565 2.07338 6.48437 0.45
H 0.66242 2.75464 4.85151 0.46
H 1.01010 1.40764 2.78260 0.33
H -1.99566 -1.33393 4.05115 0.59
```

The value obtained for the energy above the lowest of the compared OMol25 structures with the same formula, charge and spin is 0.0 kcal per mole. The value obtained for the gap between HOMO and LUMO is 6.9695 eV. The calculation puts the HOMO energy at -7.5975 eV. As for the total charge: 0.

---

Entry 2:
A structure of composition C8H24KO4, computed with ωB97M-V/def2-TZVPD.

```
37
Properties=species:S:1:pos:R:3:mulliken_charge:R:1
K 1.54858 20.31137 -22.03729 0.67
C 0.24680 17.72898 -23.46154 -1.21
C 0.36344 17.80602 -21.92624 -0.17
O 1.68364 18.28309 -21.65931 -0.61
H 0.67709 16.84333 -23.92902 0.47
H 0.49689 18.61784 -24.04076 0.17
H -0.80769 17.59534 -23.70301 0.42
H 0.20475 16.82686 -21.47440 0.46
H -0.33135 18.48771 -21.43568 0.28
H 1.84072 18.37028 -20.71627 0.26
C 4.55682 19.03454 -20.96391 -0.92
C 4.17816 20.20576 -20.12825 -0.33
O 2.85661 20.58183 -20.38741 -0.48
H 4.01495 18.11302 -20.75111 0.26
H 5.59043 18.75890 -20.75468 0.42
H 4.46124 19.40129 -21.98591 0.21
H 4.81676 21.07372 -20.29234 0.32
H 4.26134 19.98046 -19.06504 0.33
H 2.31306 19.85465 -20.07539 0.37
C 1.72412 23.74148 -21.12596 -1.08
C 1.73896 23.52216 -22.61509 -0.22
O 1.52717 22.13811 -22.74161 -0.26
H 0.71868 23.63902 -20.71769 0.29
H 2.10164 24.71672 -20.81859 0.40
H 2.40731 23.09969 -20.56966 0.11
H 2.64289 23.88476 -23.10451 0.35
H 0.94476 24.08605 -23.10435 0.31
H 1.53085 21.95287 -23.68356 0.27
C -1.87860 19.73062 -24.18683 -1.07
C -1.17579 20.87207 -23.50891 -0.47
O 0.13695 20.42615 -23.16416 -0.48
H -1.37613 19.47649 -25.12012 0.33
H -2.94804 19.88406 -24.33119 0.44
H -1.79859 18.86459 -23.52980 0.12
H -1.71241 21.21313 -22.62358 0.36
H -1.13443 21.73724 -24.17063 0.27
H 0.69079 20.77262 -23.86759 0.42
```

The value obtained for the energy above the lowest of the compared OMol25 structures with the same formula, charge and spin is 218.9 kcal per mole. The value obtained for the gap between HOMO and LUMO is 10.5116 eV. The calculation puts the HOMO energy at -13.7056 eV. As for the total charge: +1.

---

Entry 3:
A structure of composition C22H28AsN3O4PdSSi2, computed with ωB97M-V/def2-TZVPD.

```
62
Properties=species:S:1:pos:R:3:lowdin_spin:R:1
Pd -0.22377 0.63604 0.53502 1.31
N 8.03811 -0.38607 6.80961 0.00
C 7.11767 -0.30328 6.12633 0.00
C 5.96540 -0.19906 5.26904 0.01
C 4.92066 -1.11123 5.39295 0.00
C 3.82098 -1.01008 4.55947 0.01
C 3.73300 -0.00202 3.59824 0.02
C 4.78501 0.91079 3.49877 0.01
C 5.89634 0.81585 4.31763 0.00
C 2.54950 0.10173 2.70849 0.25
C 2.75381 -0.03228 1.30955 0.21
C 4.02804 -0.27480 0.64564 0.20
C 3.77538 -0.33967 -0.69847 0.09
C 2.38448 -0.15784 -0.85179 0.33
N 1.78167 0.01123 0.35634 0.14
C 1.28862 0.34579 3.30230 0.19
C 1.05143 0.53710 4.72653 0.19
C -0.28813 0.76429 4.88408 0.08
C -0.84891 0.71468 3.58633 0.30
N 0.08931 0.46000 2.65145 0.16
H 4.98127 -1.89861 6.13201 0.00
H 3.01485 -1.72802 4.64663 0.00
H 4.72271 1.71076 2.77143 0.00
H 6.70540 1.52850 4.23176 0.00
H 4.97589 -0.38749 1.14389 0.01
H 4.48296 -0.50216 -1.49467 0.00
H 1.80229 -0.13249 -1.76052 0.02
H 1.81112 0.51938 5.48966 0.01
H -0.82264 0.95756 5.79986 0.00
H -1.87952 0.87909 3.30672 0.02
C -5.89412 0.13413 0.00408 0.01
Si -4.69059 0.39546 1.39395 0.03
C -4.97136 -0.74971 2.83945 0.00
C -4.52078 2.17659 1.88564 0.00
As -2.57863 -0.22036 0.48592 0.14
Si -2.44574 -2.47382 -0.26096 0.02
C -4.12001 -3.18817 -0.66514 0.01
C -1.63973 -3.32765 1.18742 0.00
C -1.34157 -2.38915 -1.75246 0.00
H -6.89148 0.44534 0.32820 0.00
H -5.94738 -0.91274 -0.29564 0.00
H -5.61223 0.72964 -0.86479 0.00
H -6.00107 -0.66584 3.19585 0.00
H -4.31029 -0.50858 3.67432 0.00
H -4.80504 -1.79418 2.56703 0.00
H -5.43034 2.52821 2.37954 0.00
H -4.33623 2.80123 1.01037 0.00
H -3.68152 2.31869 2.56866 0.00
H -4.79733 -3.15757 0.19051 0.00
H -4.00969 -4.23464 -0.96286 0.00
H -4.58326 -2.65079 -1.49406 0.00
H -2.21826 -3.21941 2.10791 0.00
H -0.64855 -2.90454 1.36768 0.00
H -1.52459 -4.39650 0.99212 0.00
H -1.88013 -2.01419 -2.62340 0.00
H -0.95717 -3.38724 -1.97985 0.00
H -0.49080 -1.72666 -1.58484 0.00
O -2.36393 2.67073 -2.36108 0.01
S -1.78634 1.80659 -1.39337 0.01
O -2.84768 0.63079 -1.14855 0.00
O -1.58406 2.39215 -0.02503 0.10
O -0.53372 1.11268 -1.74865 0.06
```

As for the spin multiplicity: 5. The value obtained for the energy above the lowest of the compared OMol25 structures with the same formula, charge and spin is 18.5 kcal per mole. The expectation value of S² is 6.026. The value obtained for the gap between HOMO and LUMO (spin up / spin down) is 6.1683 / 6.2746 eV. The calculation puts the HOMO energy (spin up / spin down) at -6.1724 / -8.9887 eV. As for the total charge: 0.

---

Entry 4:
An isolated molecule of C2H3BrClP, computed with ωB97M-V/def2-TZVPD.

```
8
Properties=species:S:1:pos:R:3:mulliken_charge:R:1
C 0.19445 -0.55487 -0.19682 0.14
C -0.05881 1.15733 0.03334 -0.45
P -0.77646 -1.40099 0.84117 -0.08
Cl -1.49448 1.72581 -0.57307 -0.12
Br 1.72130 -0.89835 -1.22094 -0.09
H 0.90758 1.47561 -0.57873 0.27
H -0.05443 1.25776 1.17425 0.31
H -0.43916 -2.76229 0.52080 0.02
```

Its SMILES is [H]/P=C(\Br)CCl. The value obtained for the energy above the lowest of the compared OMol25 structures with the same formula, charge and spin is 29.5 kcal per mole. The value obtained for the gap between HOMO and LUMO is 9.1130 eV. The calculation puts the HOMO energy at -9.4107 eV. As for the total charge: 0.

---

Entry 5:
An isolated molecule of C2H9P3, computed with ωB97M-V/def2-TZVPD.

```
14
Properties=species:S:1:pos:R:3:mulliken_charge:R:1
C -2.10370 -0.16221 0.11392 -1.05
C -0.63920 -0.40969 -0.49450 -0.68
P 2.38751 -1.01439 -0.16448 -0.12
P 0.96573 2.14926 -0.21724 -0.15
P 0.73448 0.17969 0.64727 0.06
H -2.19614 0.49045 0.91910 0.36
H -2.88691 0.19882 -0.63082 0.27
H -2.54228 -1.14465 0.47787 0.27
H -0.45360 -0.01124 -1.53159 0.43
H -0.58652 -1.50990 -0.72183 0.38
H 1.36354 -1.89231 -0.27499 0.05
H 2.67180 -1.49911 1.06653 0.06
H 0.90441 2.70941 1.10317 0.08
H 2.38089 1.91586 -0.29240 0.05
```

Its SMILES is CCP(P)#[PH2]. The value obtained for the energy above the lowest of the compared OMol25 structures with the same formula, charge and spin is 0.0 kcal per mole. The value obtained for the gap between HOMO and LUMO is 9.1370 eV. The calculation puts the HOMO energy at -8.3057 eV. As for the total charge: 0.

---

Entry 6:
A cluster of 2 separate species, C4H12O2S in total, computed with ωB97M-V/def2-TZVPD.

```
19
Properties=species:S:1:pos:R:3:mulliken_charge:R:1
C 0.04438 -0.17253 -1.43407 -0.60
O -0.77333 0.94188 -1.04431 -0.48
C -0.20663 -1.39255 -0.53267 -0.51
C -0.11607 -0.95835 0.95218 -0.78
C -1.45395 -0.51487 1.54166 -0.54
S -1.16992 0.10653 3.26901 -0.24
H 1.11693 0.00601 -1.40268 0.28
H -0.23468 -0.33701 -2.47189 0.36
H -0.17599 1.66045 -0.81100 0.29
H -1.18761 -1.84591 -0.63599 0.34
H 0.65386 -2.03020 -0.75724 0.30
H 0.22885 -1.77472 1.57374 0.40
H 0.59286 -0.12808 1.03260 0.36
H -2.07097 -1.37670 1.75929 0.35
H -1.97919 0.25078 0.98800 0.38
H 0.12267 0.42189 3.15306 0.10
H 2.76273 2.67494 -2.11521 0.31
H 1.98344 2.13799 -1.06041 0.29
O 1.86262 2.33046 -2.00407 -0.61
```

Its SMILES is OCCCCS.O. The value obtained for the energy above the lowest of the compared OMol25 structures with the same formula, charge and spin is 14.3 kcal per mole. The value obtained for the gap between HOMO and LUMO is 9.1570 eV. The calculation puts the HOMO energy at -8.8690 eV. As for the total charge: 0.

---

Question: What is the formula in the second record?
Answer: C8H24KO4

---

Question: The highest energy above the lowest of the compared OMol25 structures with the same formula, charge and spin belongs to which entry?
Answer: C8H24KO4